Record 1
{
  "formula": "C20H26N2O3",
  "method": "ωB97M-V/def2-TZVPD",
  "symbols": ["O", "O", "O", "N", "N", "C", "C", "C", "C", "C", "C", "C", "C", "C", "C", "C", "C", "C", "C", "C", "C", "C", "C", "C", "C", "H", "H", "H", "H", "H", "H", "H", "H", "H", "H", "H", "H", "H", "H", "H", "H", "H", "H", "H", "H", "H", "H", "H", "H", "H", "H"],
  "positions_angstrom": [[0.81883, -1.38316, -3.01926], [1.48791, 0.30722, 1.15357], [-1.42348, -0.39837, -0.09484], [1.89399, -2.24554, -1.17401], [1.03460, -0.22257, -1.02981], [1.30564, -2.74670, 1.18204], [-2.01354, 1.86751, -0.39525], [-2.52642, 2.01408, 0.89447], [1.19863, -1.32864, -1.87824], [-3.10637, 3.90389, -0.98811], [3.36684, -4.09321, 1.71299], [3.95166, -5.49747, 1.83357], [-3.29375, 3.10231, 1.26597], [-4.41134, 5.27091, 0.65127], [3.58745, -1.84798, 0.58635], [4.15607, -3.25883, 0.70373], [0.14986, 0.86300, -1.35788], [2.10322, -1.86961, 0.20583], [-3.80435, 3.22886, 2.66747], [1.51464, -0.45959, 0.22463], [-1.16442, 0.67260, -0.59204], [-1.89532, 2.70792, -2.80143], [-3.58422, 4.07363, 0.30278], [1.89821, -4.14744, 1.29107], [-2.32166, 2.82364, -1.36827], [-3.48419, 2.38270, 3.26896], [0.60508, 1.81908, -1.09008], [-5.39769, 4.96536, 0.99889], [-3.35793, 4.64536, -1.73417], [-2.52626, 3.33500, -3.42748], [3.42788, -3.60230, 2.69050], [-0.86592, 3.04172, -2.92757], [4.99174, -5.45309, 2.14793], [1.32460, -4.72027, 2.02199], [-4.89306, 3.27065, 2.67672], [0.26635, -2.79237, 0.84950], [2.05443, -3.17375, -1.52311], [3.90521, -6.01414, 0.87702], [-0.02095, 0.80776, -2.43566], [3.39689, -6.08092, 2.56448], [5.20128, -3.19737, 1.01282], [-4.53356, 5.92251, -0.20994], [-2.28873, 1.24946, 1.61951], [-3.94108, 5.83853, 1.45353], [-1.97430, 1.68290, -3.15547], [-3.43369, 4.14362, 3.12904], [1.32483, -2.25581, 2.15678], [4.12976, -3.74921, -0.27220], [3.67687, -1.32647, 1.54101], [1.81544, -4.66448, 0.33193], [4.14129, -1.28012, -0.16440]],
  "forces_ev_per_angstrom": [[-0.238, -0.023, -0.343], [-0.076, 0.064, 0.158], [-0.012, 0.114, -0.018], [0.231, -0.423, 0.126], [-0.131, 0.259, -0.335], [-0.058, -0.056, -0.124], [-0.519, 0.288, 0.253], [0.066, 0.045, -0.137], [0.065, 0.160, -0.080], [0.010, -0.015, 0.102], [0.051, -0.342, -0.321], [-0.086, 0.295, 0.108], [0.048, -0.045, -0.112], [0.019, -0.036, -0.002], [-0.033, -0.012, -0.108], [-0.143, 0.231, 0.355], [0.146, -0.345, 0.115], [0.107, 0.080, 0.512], [0.009, 0.027, -0.049], [0.253, -0.217, -0.055], [0.224, -0.071, -0.213], [0.066, 0.028, -0.006], [0.089, -0.125, -0.069], [0.116, 0.330, 0.299], [0.044, -0.156, 0.162], [-0.007, -0.028, 0.078], [-0.070, -0.044, -0.073], [-0.094, 0.054, 0.050], [-0.046, 0.068, -0.096], [0.004, -0.005, -0.058], [-0.019, 0.047, 0.012], [0.087, -0.014, -0.107], [0.132, -0.061, 0.028], [-0.039, -0.088, -0.061], [-0.085, 0.017, 0.091], [-0.015, 0.088, 0.030], [-0.086, 0.073, -0.131], [0.001, -0.085, -0.124], [0.004, 0.118, 0.107], [-0.033, -0.126, 0.071], [0.051, -0.052, -0.083], [-0.030, 0.062, -0.020], [0.009, -0.071, 0.087], [-0.030, 0.093, 0.067], [0.018, -0.048, -0.121], [-0.022, 0.054, 0.115], [-0.018, 0.022, 0.033], [0.060, -0.111, -0.092], [0.016, 0.035, 0.025], [-0.008, -0.136, -0.074], [-0.029, 0.080, 0.029]],
  "mulliken_charge": [-0.6764, -0.6823, -0.5769, 0.0366, 0.3284, -1.0704, 0.3849, -1.2475, 0.2760, -0.6954, 0.7341, -1.6812, 1.1949, -1.7185, -1.0383, -0.8411, -1.2175, 1.3772, -1.8213, -0.3270, 0.5364, -1.9100, 1.1122, -0.8427, 1.0795, 0.3752, 0.2689, 0.3396, 0.3264, 0.4442, 0.2270, 0.3179, 0.4030, 0.4010, 0.3480, 0.3653, 0.2797, 0.3501, 0.5336, 0.4096, 0.3970, 0.3723, 0.3941, 0.3369, 0.3927, 0.3351, 0.3618, 0.3135, 0.3041, 0.2839, 0.4053],
  "smiles": "Cc1cc(C)c(C(=O)CN2C(=O)N[C@]3(CC[C@@H](C)CC3)C2=O)cc1C",
  "total_charge": 0,
  "de_lowest_kcal_mol": 0.0,
  "mol_weight_g_mol": 342.4,
  "homo_energy_ev": -8.9
}

Record 2
{
  "formula": "C20H26N2O3",
  "method": "ωB97M-V/def2-TZVPD",
  "symbols": ["O", "O", "O", "N", "N", "C", "C", "C", "C", "C", "C", "C", "C", "C", "C", "C", "C", "C", "C", "C", "C", "C", "C", "C", "C", "H", "H", "H", "H", "H", "H", "H", "H", "H", "H", "H", "H", "H", "H", "H", "H", "H", "H", "H", "H", "H", "H", "H", "H", "H", "H"],
  "positions_angstrom": [[4.00080, 2.56628, 0.78086], [-2.70824, -1.18321, 0.41893], [-2.26507, 0.23535, -2.02779], [2.36477, 1.84836, -0.62043], [3.71703, 0.34838, 0.52136], [-3.09798, -1.77505, 1.64039], [5.34775, -1.78799, -0.41926], [-0.32286, 2.25801, 0.26484], [3.36895, 1.66122, 0.27336], [-1.36947, 0.51141, 1.55001], [-1.77700, 0.62967, -0.81407], [1.08207, -2.15397, -0.13904], [1.70139, -0.97861, 0.24366], [3.21576, -3.08832, -0.68431], [-4.20875, -1.00315, 2.34630], [1.76678, 3.14560, -0.82295], [-1.97019, -0.02548, 0.41883], [0.61881, 3.42527, 0.16456], [-3.52877, -0.39713, -2.12971], [3.08315, -0.83795, 0.13575], [-0.95818, 1.75156, -0.85967], [3.85669, -1.91369, -0.32232], [1.83888, -3.21236, -0.60840], [-0.55344, 1.62784, 1.47660], [-4.66353, 0.47533, -1.60467], [1.40564, 3.19131, -1.85258], [2.55277, 3.89085, -0.68338], [-4.65706, 1.44101, -2.10538], [1.11155, -0.17341, 0.65440], [1.36235, -4.13373, -0.90702], [1.83904, 1.04894, -0.93542], [0.00889, -2.23992, -0.06127], [-5.07886, -0.93062, 1.69794], [5.62309, -0.88354, -0.96059], [-3.64680, -0.56301, -3.20443], [-0.08549, 1.99704, 2.37717], [4.61761, 0.25700, 0.96905], [-3.52497, -1.36453, -1.61935], [-0.82806, 2.21995, -1.82309], [5.79633, -1.73721, 0.57413], [-3.88228, 0.00288, 2.59963], [3.80748, -3.91930, -1.04131], [0.08550, 4.31834, -0.16861], [-4.55296, 0.63951, -0.53542], [-2.23319, -1.91149, 2.30132], [-1.50390, 0.04051, 2.51064], [-3.46208, -2.76484, 1.34946], [5.76936, -2.64594, -0.93626], [-5.61658, -0.01310, -1.78850], [1.04503, 3.62778, 1.14800], [-4.49173, -1.52187, 3.25804]],
  "forces_ev_per_angstrom": [[0.117, 0.403, 0.230], [0.224, 0.314, -0.385], [0.412, -0.013, 0.283], [-0.193, -0.148, -0.175], [0.439, -0.208, 0.324], [-0.227, -0.123, 0.423], [-0.096, 0.015, -0.008], [-0.071, 0.036, 0.168], [0.065, -0.193, -0.283], [-0.108, -0.172, 0.001], [0.034, 0.092, -0.043], [-0.012, -0.045, -0.069], [0.083, 0.009, 0.036], [-0.068, 0.017, 0.048], [0.306, -0.070, -0.273], [0.014, 0.234, 0.223], [-0.067, -0.050, -0.074], [0.148, -0.049, -0.194], [-0.669, -0.230, -0.096], [-0.307, -0.326, -0.158], [-0.099, -0.169, 0.137], [0.009, 0.137, -0.029], [-0.054, -0.083, -0.006], [0.000, 0.094, -0.095], [0.419, -0.128, -0.116], [0.052, 0.047, 0.047], [-0.119, -0.034, -0.151], [-0.046, 0.084, -0.041], [-0.053, 0.085, 0.043], [-0.045, -0.084, -0.029], [0.093, 0.020, 0.029], [-0.140, 0.000, 0.012], [-0.086, 0.007, -0.028], [0.084, 0.046, -0.011], [-0.006, -0.006, 0.147], [0.068, 0.049, 0.083], [-0.139, 0.189, -0.030], [0.020, 0.166, -0.188], [-0.002, 0.049, -0.175], [0.135, 0.019, 0.037], [-0.027, 0.069, 0.063], [0.078, -0.062, -0.040], [0.014, 0.076, 0.057], [-0.051, 0.019, 0.120], [-0.052, -0.033, -0.100], [-0.063, -0.088, 0.067], [0.112, 0.102, 0.100], [0.060, -0.034, 0.000], [-0.123, -0.046, 0.002], [-0.017, 0.051, -0.001], [-0.048, -0.035, 0.118]],
  "mulliken_charge": [-0.7080, -0.3263, -0.5328, -0.0981, -0.1027, -0.4956, -1.6453, 0.6872, 0.3112, -0.3719, 0.5330, -0.5383, -0.6647, -0.7014, -1.1364, -1.0386, 0.6305, -1.2728, -0.2995, 0.0011, -0.2161, 0.9117, -0.8584, -1.2774, -0.9871, 0.4133, 0.4731, 0.3071, 1.2215, 0.4131, 0.4052, 0.4221, 0.2842, 0.3333, 0.4395, 0.2889, 0.2608, 0.1683, 0.4224, 0.3771, 0.3216, 0.3386, 0.4271, 0.1902, 0.3247, 0.3879, 0.4052, 0.4097, 0.3819, 0.3592, 0.4206],
  "smiles": "CCOc1ccc(CCNC(=O)Nc2ccccc2C)cc1OCC",
  "total_charge": 0,
  "de_lowest_kcal_mol": 44.4,
  "mol_weight_g_mol": 342.4,
  "homo_energy_ev": -8.3
}

Record 3
{
  "formula": "C20H26N2O4",
  "method": "ωB97M-V/def2-TZVPD",
  "symbols": ["O", "O", "O", "O", "N", "N", "C", "C", "C", "C", "C", "C", "C", "C", "C", "C", "C", "C", "C", "C", "C", "C", "C", "C", "C", "C", "H", "H", "H", "H", "H", "H", "H", "H", "H", "H", "H", "H", "H", "H", "H", "H", "H", "H", "H", "H", "H", "H", "H", "H", "H", "H"],
  "positions_angstrom": [[-0.53047, 2.13466, 0.47753], [1.69584, -3.61597, -1.25210], [-0.37605, -0.06459, 0.92939], [4.78495, 1.35822, 3.84104], [3.10268, 0.13492, 2.95143], [3.10188, 2.43038, 2.77053], [1.89624, 2.44969, 2.11103], [-2.93627, -0.68352, -3.08775], [1.36264, 3.82071, 1.86329], [3.69405, -0.55199, -1.28442], [1.89122, -1.88383, 0.33698], [-1.60751, -1.07608, -2.43371], [1.97462, -0.03924, 2.05376], [2.41295, -0.66833, 0.74265], [-1.06735, -0.09395, -1.39197], [-4.05270, -0.25274, -2.13428], [-4.25924, -1.21018, -0.95375], [-1.47645, -0.39244, 0.06037], [-2.76140, 0.28819, 0.54477], [3.16011, -1.75863, -1.70152], [0.04861, 1.20573, 0.99854], [3.74710, 1.28803, 3.22080], [2.25392, -2.42973, -0.88980], [3.32238, -0.00331, -0.07153], [1.30071, 1.28789, 1.76084], [-4.02865, -0.56045, 0.41308], [3.44424, -2.18052, -2.65663], [-2.75383, 0.13874, -3.78397], [-4.97329, -0.17456, -2.71650], [-3.83519, 0.74587, -1.76103], [-1.68405, -2.06692, -1.98235], [-2.63113, 0.51872, 1.60568], [-4.87748, 0.08625, 0.64812], [-1.55820, -1.47602, 0.20205], [2.07279, 4.38764, 1.26234], [3.53005, 3.30541, 3.03627], [-4.00539, -1.35290, 1.16538], [-3.27971, -1.53752, -3.67775], [-1.34281, 0.92789, -1.65227], [-2.87632, 1.24295, 0.03264], [0.41621, 3.76990, 1.33723], [3.58999, -0.70493, 3.22528], [2.02977, -3.88507, -2.11636], [-0.87175, -1.15943, -3.23739], [4.39985, -0.03500, -1.91701], [1.22825, 4.34029, 2.81158], [0.02525, -0.15031, -1.41244], [1.18208, -2.41538, 0.95091], [-5.27802, -1.60335, -0.96564], [1.25588, -0.71132, 2.54132], [3.73448, 0.94291, 0.24491], [-3.59545, -2.06678, -1.05954]],
  "forces_ev_per_angstrom": [[-0.138, -0.179, -0.107], [-0.116, -0.214, -0.053], [0.184, 0.089, 0.364], [0.336, 0.053, 0.151], [-0.200, -0.316, 0.009], [0.068, 0.262, -0.047], [-0.415, -0.284, -0.143], [0.011, -0.004, 0.086], [-0.158, -0.011, -0.092], [-0.006, 0.070, 0.053], [0.076, -0.147, -0.169], [-0.080, 0.151, -0.068], [-0.190, -0.015, -0.150], [0.078, -0.251, -0.105], [0.075, -0.195, 0.026], [0.003, -0.208, -0.129], [-0.131, 0.189, 0.070], [-0.322, 0.236, -0.266], [-0.035, -0.119, 0.078], [-0.111, -0.172, -0.041], [-0.080, 0.388, -0.040], [0.017, 0.106, 0.145], [0.235, 0.296, 0.015], [0.005, 0.006, 0.046], [0.294, -0.092, 0.365], [0.120, -0.062, -0.070], [0.025, -0.044, -0.081], [0.012, -0.033, -0.091], [0.004, 0.103, 0.037], [-0.030, 0.129, -0.008], [0.050, -0.091, -0.029], [-0.007, 0.052, -0.055], [-0.036, -0.035, 0.062], [0.012, 0.083, -0.058], [0.081, 0.064, -0.038], [0.009, -0.203, 0.009], [-0.066, 0.021, 0.081], [-0.024, 0.029, -0.086], [0.051, 0.056, 0.024], [0.035, -0.017, 0.060], [0.081, 0.080, 0.043], [0.091, 0.178, 0.035], [-0.022, 0.067, 0.116], [0.008, -0.094, 0.038], [0.064, 0.041, -0.058], [0.045, 0.038, 0.091], [-0.034, 0.031, -0.008], [-0.145, -0.060, 0.116], [0.061, -0.102, -0.020], [0.152, 0.126, -0.129], [0.054, 0.137, 0.027], [0.012, -0.134, -0.002]],
  "mulliken_charge": [-0.6608, -0.5476, -0.2066, -0.6834, -0.0925, -0.0764, 0.7473, -0.9922, -1.7300, -0.9214, -0.1140, -1.0514, -0.1656, 0.6884, -0.4150, -0.6205, -0.7034, 0.2359, -1.0176, -0.6019, 0.6201, 0.1960, 0.5440, -0.6311, -0.4937, -1.0850, 0.3128, 0.3543, 0.4156, 0.3482, 0.3973, 0.4255, 0.3765, 0.5880, 0.3854, 0.2528, 0.3952, 0.3577, 0.4531, 0.3423, 0.3674, 0.2795, 0.3026, 0.3804, 0.3980, 0.4085, 0.3431, 0.3279, 0.4151, 0.4610, 0.3416, 0.3484],
  "smiles": "CC1=C(C(=O)OC2CCCCCCC2)[C@@H](c2cccc(O)c2)NC(=O)N1",
  "total_charge": 0,
  "de_lowest_kcal_mol": 11.3,
  "mol_weight_g_mol": 358.4,
  "homo_energy_ev": -8.6
}

Record 4
{
  "formula": "C20H26N2O5",
  "method": "ωB97M-V/def2-TZVPD",
  "symbols": ["O", "O", "O", "O", "O", "N", "N", "C", "C", "C", "C", "C", "C", "C", "C", "C", "C", "C", "C", "C", "C", "C", "C", "C", "C", "C", "C", "H", "H", "H", "H", "H", "H", "H", "H", "H", "H", "H", "H", "H", "H", "H", "H", "H", "H", "H", "H", "H", "H", "H", "H", "H", "H"],
  "positions_angstrom": [[-2.76332, -0.89531, -1.19194], [-3.23901, 2.66246, 1.71082], [-3.13102, 1.17185, -1.95572], [-3.56444, 2.96886, -0.47007], [-4.39638, -5.56227, 1.55333], [-1.31803, -0.07403, 1.49108], [1.24472, -0.09349, 1.66752], [-0.83316, 0.65357, 2.77730], [-2.89266, -0.11487, 1.48726], [-3.42733, 2.15430, 0.61891], [0.68023, 0.58844, 2.85402], [0.91130, 0.66364, 0.44843], [0.73371, -1.48059, 1.56003], [-3.14644, 0.24316, -0.93441], [-0.59786, 0.74683, 0.30668], [-0.77048, -1.49633, 1.45805], [-4.90103, -3.36582, 0.57828], [-3.52758, -2.26618, 2.72768], [-3.88697, -3.60167, 2.77358], [-4.87386, -6.23476, 0.35290], [-4.45993, -4.19914, 1.62252], [-3.62633, -1.49614, 1.53025], [-3.34704, 3.38527, -2.80491], [-3.85935, 2.39121, -1.75564], [-3.38333, 0.72498, 0.39548], [-4.51422, -2.02339, 0.57107], [-5.34856, 2.09752, -1.87916], [-0.94354, 1.79479, 0.38979], [1.35589, 0.14376, -0.41394], [-2.29108, 3.58816, -2.60446], [1.17177, -1.94495, 0.66793], [-3.14214, -1.81942, 3.64725], [-3.59265, -4.26134, 3.58730], [-4.35206, -5.87607, -0.55230], [-1.20814, -2.01700, 2.31711], [1.00028, 0.03214, 3.74402], [-5.39833, -3.79201, -0.28784], [-3.91318, 4.32051, -2.73862], [-0.89837, 0.27970, -0.63613], [1.36604, 1.66010, 0.54048], [-4.64903, -7.29215, 0.53022], [-5.53424, 1.63412, -2.86051], [1.04909, -2.01906, 2.46172], [-1.20269, 1.69035, 2.69713], [-3.45120, 2.96217, -3.80980], [-3.21239, 0.39148, 2.39168], [1.10681, 1.60019, 2.86928], [-1.30486, 0.15027, 3.63944], [-5.90909, 3.04129, -1.81743], [-1.13763, -1.92013, 0.51114], [-5.68042, 1.41648, -1.08148], [-4.93381, -1.41162, -0.21338], [-5.96042, -6.08864, 0.24041]],
  "forces_ev_per_angstrom": [[0.033, 0.434, -0.515], [-0.022, 0.520, 0.041], [-0.314, 0.142, 0.061], [-0.108, 0.036, -0.336], [-0.650, -0.158, -0.498], [1.688, 0.056, 0.290], [0.449, -0.212, 0.092], [-1.193, -0.327, -0.464], [-2.203, -0.060, -0.428], [0.269, -1.337, -0.059], [0.859, -0.459, -0.752], [0.515, -0.619, 1.003], [0.866, 0.885, 0.137], [0.441, 0.190, 0.792], [-1.580, -0.176, 0.318], [-0.973, 0.420, -0.052], [0.511, -0.437, 0.734], [0.116, 0.226, -0.638], [-0.231, -0.629, -0.893], [0.128, 0.535, 0.687], [0.755, 0.440, -0.330], [0.007, -0.373, 1.274], [-0.111, -0.281, 0.373], [0.127, -0.252, 0.115], [-0.249, 1.154, -1.838], [0.437, 0.164, 0.225], [-0.147, 0.159, -0.118], [-0.088, -0.767, -0.085], [-0.108, 0.219, 0.296], [-0.163, -0.018, -0.070], [0.099, 0.084, 0.329], [0.280, -0.037, -0.345], [-0.259, 0.282, 0.045], [-0.141, -0.086, 0.431], [-0.008, 0.086, -0.467], [0.022, 0.232, -0.177], [-0.126, 0.229, 0.202], [0.116, -0.199, 0.010], [-0.226, 0.254, 0.400], [-0.162, -0.263, -0.125], [-0.112, 0.324, -0.135], [0.024, 0.140, 0.355], [0.111, 0.023, -0.296], [-0.129, -0.589, 0.048], [-0.024, 0.045, 0.242], [0.511, 0.099, 0.321], [-0.053, -0.297, 0.189], [0.038, 0.232, -0.478], [0.102, -0.323, 0.040], [-0.059, 0.044, 0.447], [0.118, 0.240, -0.261], [0.462, 0.079, -0.144], [0.353, -0.077, 0.004]],
  "mulliken_charge": [-0.6777, -0.7402, -0.3839, -0.3554, -0.4192, 0.4512, -0.2051, -0.5007, 1.1817, 0.0827, -0.7730, -1.0145, -0.9346, 0.1486, -0.2820, -0.3787, -0.7999, -0.5722, -0.6487, -0.7847, 0.6913, -0.4328, -1.6864, 1.5804, -0.4471, -0.4441, -1.4615, 0.3934, 0.2943, 0.4057, 0.3109, 0.3979, 0.3872, 0.3339, 0.3164, 0.3003, 0.3926, 0.3614, 0.5307, 0.3451, 0.2284, 0.3289, 0.3699, 0.4887, 0.3659, 0.5779, 0.3295, 0.4372, 0.3953, 0.5407, 0.2862, 0.3732, 0.3150],
  "smiles": "COc1ccc([C@H](C2=C([O-])OC(C)(C)OC2=O)[N+]23CCN(CC2)CC3)cc1",
  "total_charge": 0,
  "de_lowest_kcal_mol": 96.4,
  "mol_weight_g_mol": 374.4,
  "homo_energy_ev": -7.6
}